{"formula": "C36H99N9O16", "method": "ωB97M-V/def2-TZVPD", "species": ["C", "O", "C", "C", "N", "C", "C", "O", "C", "H", "H", "H", "H", "H", "H", "H", "H", "H", "H", "H", "H", "H", "H", "H", "C", "O", "C", "C", "N", "C", "C", "O", "C", "H", "H", "H", "H", "H", "H", "H", "H", "H", "H", "H", "H", "H", "H", "H", "C", "O", "C", "C", "N", "C", "C", "O", "C", "H", "H", "H", "H", "H", "H", "H", "H", "H", "H", "H", "H", "H", "H", "H", "C", "O", "C", "C", "N", "C", "C", "O", "C", "H", "H", "H", "H", "H", "H", "H", "H", "H", "H", "H", "H", "H", "H", "H", "C", "O", "C", "C", "N", "C", "C", "O", "C", "H", "H", "H", "H", "H", "H", "H", "H", "H", "H", "H", "H", "H", "H", "H", "C", "O", "N", "N", "H", "H", "H", "H", "C", "O", "N", "N", "H", "H", "H", "H", "C", "O", "H", "H", "H", "H", "C", "O", "H", "H", "H", "H", "C", "O", "H", "H", "H", "H", "C", "O", "H", "H", "H", "H"], "coordinates": [[-5.16, -0.84, -0.97], [-5.26, 0.57, -1.05], [-4.02, 1.25, -0.85], [-3.89, 2.70, -1.41], [-3.96, 2.74, -2.84], [-3.45, 3.91, -3.48], [-4.11, 5.26, -2.91], [-3.29, 5.76, -1.92], [-2.22, 6.69, -2.45], [-4.58, -1.13, -0.09], [-4.95, -1.39, -1.88], [-6.13, -1.28, -0.73], [-3.21, 0.64, -1.26], [-3.99, 1.33, 0.23], [-2.83, 2.90, -1.21], [-4.61, 3.33, -0.90], [-4.93, 2.65, -3.09], [-3.48, 3.90, -4.57], [-2.36, 3.90, -3.40], [-5.12, 4.99, -2.60], [-4.25, 5.87, -3.80], [-1.86, 7.33, -1.65], [-2.33, 7.29, -3.35], [-1.28, 6.14, -2.45], [-8.89, -8.01, -3.59], [-7.77, -7.98, -4.50], [-7.88, -7.14, -5.66], [-6.34, -6.68, -5.92], [-5.85, -5.44, -5.49], [-5.99, -5.16, -4.05], [-5.17, -3.88, -3.78], [-3.79, -4.06, -4.13], [-3.14, -2.81, -3.96], [-9.80, -7.91, -4.19], [-8.89, -7.08, -3.01], [-8.79, -8.86, -2.91], [-8.42, -6.20, -5.50], [-8.38, -7.70, -6.44], [-6.30, -6.59, -7.00], [-5.56, -7.42, -5.75], [-4.86, -5.48, -5.69], [-5.50, -6.01, -3.58], [-7.07, -5.14, -3.89], [-5.21, -3.62, -2.73], [-5.60, -3.08, -4.38], [-2.70, -2.76, -2.97], [-3.71, -1.93, -4.26], [-2.34, -2.84, -4.70], [6.01, 0.86, 5.39], [4.68, 0.27, 5.03], [4.16, -0.79, 5.82], [3.50, -1.88, 4.86], [2.70, -2.77, 5.72], [1.26, -2.58, 5.94], [0.42, -2.58, 4.63], [0.64, -1.58, 3.60], [0.30, -0.25, 4.09], [6.20, 1.50, 4.53], [6.89, 0.22, 5.34], [6.05, 1.35, 6.35], [3.38, -0.46, 6.51], [4.91, -1.18, 6.49], [4.13, -2.49, 4.21], [2.92, -1.24, 4.20], [2.81, -3.64, 5.22], [1.27, -1.74, 6.63], [0.92, -3.49, 6.44], [-0.59, -2.44, 5.00], [0.40, -3.57, 4.16], [-0.72, -0.29, 4.46], [0.20, 0.37, 3.20], [1.02, 0.20, 4.78], [-2.43, 3.20, 1.95], [-1.14, 3.05, 2.36], [-0.06, 3.48, 1.44], [1.31, 2.99, 2.10], [1.53, 3.79, 3.34], [2.78, 3.53, 4.03], [2.59, 3.71, 5.56], [3.90, 3.72, 6.20], [3.89, 4.05, 7.59], [-2.75, 4.24, 1.87], [-3.14, 2.65, 2.57], [-2.60, 2.67, 1.01], [-0.18, 4.54, 1.22], [-0.16, 3.04, 0.44], [2.13, 3.20, 1.41], [1.21, 1.95, 2.40], [0.70, 3.63, 3.89], [3.51, 4.27, 3.68], [3.30, 2.63, 3.70], [2.12, 2.92, 6.15], [2.12, 4.66, 5.81], [3.33, 3.32, 8.17], [3.36, 4.94, 7.94], [4.88, 4.08, 8.05], [3.44, 0.36, -0.35], [4.50, 0.04, 0.62], [4.47, 0.72, 1.81], [5.25, 2.14, 1.78], [6.51, 2.22, 1.02], [7.62, 1.67, 1.83], [8.92, 1.81, 0.92], [8.86, 0.94, -0.20], [9.89, 1.04, -1.18], [3.45, -0.29, -1.22], [3.71, 1.36, -0.68], [2.43, 0.19, 0.02], [5.04, 0.17, 2.55], [3.49, 0.73, 2.28], [5.17, 2.53, 2.79], [4.58, 2.77, 1.20], [6.49, 1.65, 0.19], [7.34, 0.65, 2.07], [7.66, 2.21, 2.78], [9.87, 1.61, 1.42], [8.92, 2.79, 0.46], [9.83, 0.24, -1.92], [10.89, 0.88, -0.77], [9.88, 1.92, -1.82], [-0.90, -1.18, -0.59], [-1.74, -2.04, -0.60], [-0.92, -0.11, -1.36], [0.20, -1.31, 0.18], [-1.65, -0.01, -2.05], [-0.25, 0.61, -1.18], [0.30, -2.11, 0.79], [0.59, -0.43, 0.48], [-2.48, 0.24, -6.39], [-1.29, 0.27, -6.51], [-3.34, -0.27, -7.21], [-2.89, 0.71, -5.19], [-2.96, -0.60, -8.08], [-4.34, -0.13, -7.15], [-3.89, 0.65, -5.02], [-2.19, 0.97, -4.51], [0.75, -0.84, -4.29], [2.03, -0.75, -4.86], [0.00, -1.47, -4.76], [0.93, -1.13, -3.25], [0.29, 0.15, -4.28], [2.00, -0.41, -5.75], [-3.30, -2.40, 3.19], [-3.33, -2.71, 1.81], [-2.54, -3.07, 3.58], [-2.91, -1.38, 3.18], [-4.23, -2.61, 3.72], [-2.80, -2.07, 1.33], [0.93, 3.34, -2.10], [1.19, 2.10, -1.50], [0.88, 4.04, -1.26], [1.74, 3.70, -2.73], [-0.01, 3.26, -2.65], [1.62, 1.57, -2.18], [3.68, -3.34, 0.72], [3.80, -4.66, 0.23], [2.62, -3.14, 0.64], [3.96, -3.35, 1.78], [4.26, -2.61, 0.16], [3.55, -4.68, -0.70]], "e_above_lowest_kcal_mol": 91.2, "max_force_ev_per_a": 4.80, "gap_ev": [1.493, 8.309], "spin_multiplicity": 2, "charge": -1}

---

{"formula": "C32H49I3O8", "method": "ωB97M-V/def2-TZVPD", "species": ["C", "C", "C", "C", "C", "O", "O", "C", "C", "O", "C", "C", "C", "C", "C", "C", "C", "C", "C", "O", "C", "I", "C", "I", "C", "C", "I", "H", "H", "H", "H", "H", "H", "H", "H", "H", "H", "H", "H", "H", "H", "H", "H", "H", "H", "H", "H", "H", "H", "H", "H", "H", "C", "C", "O", "C", "H", "H", "H", "H", "H", "H", "C", "C", "O", "C", "H", "H", "H", "H", "H", "H", "C", "C", "O", "C", "H", "H", "H", "H", "H", "H", "C", "C", "O", "C", "H", "H", "H", "H", "H", "H"], "coordinates": [[4.48, -2.02, 4.53], [3.30, -2.25, 3.57], [3.54, -1.63, 2.18], [2.51, -0.65, 1.63], [1.85, 0.28, 2.64], [2.22, 0.59, 3.73], [0.72, 0.80, 2.08], [0.62, 0.38, 0.71], [-0.85, 0.43, 0.22], [-1.87, 0.36, 1.20], [-2.28, 1.55, 1.75], [-2.13, 1.69, 3.12], [-2.56, 2.83, 3.77], [-3.15, 3.86, 3.03], [-3.30, 3.71, 1.67], [-2.88, 2.56, 1.02], [1.39, 1.44, -0.14], [1.47, 2.86, 0.45], [2.55, 3.11, 1.50], [0.20, 3.27, 0.95], [1.27, -1.08, 0.81], [-0.09, -2.12, 2.26], [1.43, -1.92, -0.44], [1.19, -0.97, -2.33], [1.73, -3.22, -0.61], [1.81, -3.92, -1.95], [2.21, -4.58, 0.92], [4.88, -1.01, 4.42], [5.29, -2.72, 4.31], [4.17, -2.16, 5.56], [2.42, -1.83, 4.05], [3.15, -3.32, 3.50], [4.48, -1.07, 2.24], [3.73, -2.39, 1.43], [3.09, 0.08, 1.07], [-1.03, -0.43, -0.42], [-1.00, 1.32, -0.39], [-1.65, 0.90, 3.68], [-2.42, 2.92, 4.83], [-3.48, 4.77, 3.52], [-3.77, 4.50, 1.09], [-3.03, 2.47, -0.05], [2.41, 1.13, -0.39], [0.91, 1.54, -1.11], [1.71, 3.49, -0.41], [2.98, 4.11, 1.39], [3.33, 2.36, 1.50], [2.08, 3.07, 2.49], [-0.18, 3.94, 0.38], [1.99, -4.98, -1.81], [2.63, -3.52, -2.55], [0.87, -3.81, -2.49], [-5.98, 0.06, 1.07], [-5.94, -0.60, -0.29], [-6.89, -0.57, -1.04], [-4.66, -1.29, -0.68], [-6.95, 0.54, 1.19], [-5.83, -0.67, 1.87], [-5.19, 0.82, 1.13], [-4.42, -2.08, 0.02], [-3.84, -0.56, -0.67], [-4.75, -1.71, -1.68], [-5.93, 4.42, -1.73], [-4.65, 4.08, -2.45], [-3.84, 3.31, -1.98], [-4.43, 4.73, -3.79], [-5.96, 3.88, -0.78], [-5.98, 5.49, -1.54], [-6.79, 4.13, -2.34], [-4.42, 5.82, -3.69], [-5.23, 4.46, -4.48], [-3.48, 4.40, -4.21], [-2.75, -1.95, -4.65], [-1.57, -2.29, -5.52], [-0.68, -3.01, -5.13], [-1.54, -1.68, -6.90], [-2.65, -2.45, -3.69], [-2.81, -0.87, -4.50], [-3.68, -2.27, -5.13], [-1.55, -0.59, -6.83], [-2.42, -1.99, -7.47], [-0.64, -1.99, -7.42], [8.81, -3.08, 1.38], [7.31, -3.00, 1.24], [6.65, -2.19, 1.85], [6.67, -3.99, 0.29], [9.15, -2.32, 2.09], [9.10, -4.07, 1.75], [9.29, -2.91, 0.42], [6.88, -5.01, 0.61], [7.07, -3.85, -0.72], [5.59, -3.83, 0.27]], "e_above_lowest_kcal_mol": 0.0, "max_force_ev_per_a": 0.84, "gap_ev": 8.146}

---

{"formula": "C2H2ClIO", "method": "ωB97M-V/def2-TZVPD", "species": ["C", "C", "O", "Cl", "I", "H", "H"], "coordinates": [[0.96, 0.27, -0.08], [-0.13, -0.28, 0.73], [1.75, -0.25, -0.85], [-0.09, -1.86, 1.11], [-2.42, 0.44, -2.01], [0.95, 1.28, 0.11], [-1.03, 0.40, 0.99]], "e_above_lowest_kcal_mol": 52.3, "max_force_ev_per_a": 3.03, "gap_ev": [8.522, 5.954]}

---

{"formula": "C19H23N3O2", "method": "ωB97M-V/def2-TZVPD", "species": ["C", "C", "C", "O", "N", "C", "O", "C", "C", "C", "C", "C", "C", "C", "C", "N", "C", "C", "C", "C", "C", "N", "C", "C", "H", "H", "H", "H", "H", "H", "H", "H", "H", "H", "H", "H", "H", "H", "H", "H", "H", "H", "H", "H", "H", "H", "H"], "coordinates": [[-1.02, 3.47, 0.20], [0.49, 3.39, -0.01], [0.97, 4.60, -0.85], [2.31, 4.51, -1.23], [0.84, 2.11, -0.59], [1.03, 1.79, -1.87], [1.06, 2.57, -2.81], [1.24, 0.28, -2.08], [-0.02, -0.45, -1.78], [-0.20, -1.17, -0.67], [-1.42, -1.95, -0.44], [-2.34, -2.40, -1.37], [-3.43, -3.18, -0.97], [-3.66, -3.56, 0.34], [-2.74, -3.11, 1.29], [-2.62, -3.26, 2.64], [-1.51, -2.58, 3.08], [-0.89, -1.99, 2.02], [-1.65, -2.32, 0.88], [0.30, -1.12, 1.84], [0.87, -1.29, 0.41], [1.93, -0.30, 0.19], [3.07, -0.48, 1.07], [2.36, -0.27, -1.20], [-1.30, 4.40, 0.68], [-1.36, 2.64, 0.82], [-1.53, 3.40, -0.76], [1.00, 3.43, 0.96], [0.88, 5.50, -0.23], [0.32, 4.71, -1.72], [2.33, 3.92, -2.00], [0.98, 1.33, 0.06], [1.50, 0.15, -3.14], [-0.81, -0.38, -2.52], [-2.22, -2.18, -2.42], [-4.12, -3.52, -1.73], [-4.51, -4.17, 0.61], [-3.25, -3.77, 3.24], [-1.25, -2.57, 4.12], [1.07, -1.37, 2.57], [0.03, -0.07, 1.98], [1.28, -2.32, 0.34], [3.50, -1.50, 1.01], [2.79, -0.28, 2.10], [3.84, 0.23, 0.80], [3.24, 0.38, -1.28], [2.64, -1.27, -1.56]], "e_above_lowest_kcal_mol": 29.0, "max_force_ev_per_a": 0.69, "smiles": "C[C@H](CO)NC(=O)[C@@H]1C=C2c3cccc4[nH]cc(c34)C[C@@H]2N(C)C1", "gap_ev": 8.360}

---

{"formula": "C11H30Al2B4Br2ClCsF13N2O14P", "method": "ωB97M-V/def2-TZVPD", "species": ["N", "B", "O", "B", "O", "B", "C", "B", "O", "O", "O", "H", "H", "H", "H", "H", "H", "H", "Cs", "O", "Cl", "O", "O", "O", "C", "C", "O", "C", "O", "C", "F", "F", "F", "H", "H", "H", "H", "H", "O", "H", "H", "H", "F", "Al", "F", "F", "F", "C", "O", "H", "H", "H", "H", "Al", "Br", "C", "C", "Br", "H", "H", "H", "H", "F", "P", "F", "F", "F", "F", "F", "C", "C", "O", "N", "C", "H", "H", "H", "H", "H", "H", "H"], "coordinates": [[4.20, 0.52, 3.24], [3.57, 1.78, 3.15], [3.71, 2.79, 4.15], [2.98, 3.91, 3.83], [1.63, 3.73, 3.55], [1.50, 2.76, 2.57], [0.11, 2.20, 2.04], [-0.95, 1.79, 3.26], [-2.26, 1.78, 2.89], [-0.54, 1.51, 4.53], [2.68, 2.19, 2.08], [3.61, -0.29, 3.38], [4.79, 0.27, 2.44], [3.53, 4.98, 3.72], [0.29, 1.29, 1.43], [-0.52, 2.88, 1.45], [-2.90, 2.13, 3.51], [0.32, 1.15, 4.72], [4.44, 6.19, 4.16], [9.66, 3.76, 1.70], [8.51, 3.40, 2.49], [7.46, 2.95, 1.61], [8.06, 4.49, 3.28], [8.92, 2.29, 3.32], [-1.95, 0.35, -0.54], [-1.23, -0.98, -0.42], [-1.03, -1.52, -1.71], [0.03, -1.01, -2.35], [0.78, -0.18, -1.91], [0.14, -1.76, -3.71], [-1.08, -1.85, -4.24], [0.57, -2.98, -3.39], [0.95, -1.15, -4.53], [-2.91, 0.27, -1.04], [-2.13, 0.77, 0.46], [-1.31, 1.02, -1.12], [-1.79, -1.72, 0.13], [-0.26, -0.87, 0.07], [1.10, 5.41, -2.17], [1.66, 4.84, -2.79], [1.14, 5.00, -1.26], [0.19, 5.42, -2.52], [-1.72, -7.27, -4.97], [-1.25, -5.73, -4.52], [-2.44, -4.63, -4.96], [0.20, -5.33, -5.24], [-1.08, -5.65, -2.85], [6.19, 7.74, -1.28], [5.43, 7.52, -0.09], [7.22, 7.49, -1.03], [5.86, 7.09, -2.10], [6.14, 8.78, -1.60], [4.51, 7.72, -0.25], [1.17, 2.84, -0.09], [-3.34, -3.92, 0.53], [-4.27, -2.74, 1.77], [-3.33, -1.63, 2.19], [-2.00, -2.23, 3.47], [-4.63, -3.33, 2.60], [-5.11, -2.33, 1.22], [-3.86, -0.81, 2.68], [-2.79, -1.26, 1.34], [0.23, 2.08, -3.90], [1.26, 2.78, -5.07], [-0.10, 2.90, -5.90], [2.04, 1.36, -4.96], [1.26, 4.46, -5.04], [2.04, 2.87, -6.47], [2.16, 3.13, -3.61], [-7.28, -8.02, -0.42], [-7.24, -7.08, 0.73], [-8.12, -6.31, 1.05], [-6.10, -7.05, 1.54], [-4.91, -7.81, 1.42], [-8.24, -7.89, -0.92], [-6.48, -7.81, -1.13], [-7.18, -9.06, -0.09], [-6.17, -6.38, 2.29], [-4.72, -8.38, 2.35], [-4.05, -7.12, 1.30], [-4.96, -8.48, 0.58]], "max_force_ev_per_a": 12.99, "gap_ev": 0.875, "charge": 2}

---

{"formula": "C39H45FN6O5S", "method": "ωB97M-V/def2-TZVPD", "species": ["C", "C", "O", "O", "C", "C", "C", "C", "F", "C", "C", "S", "O", "O", "O", "C", "H", "H", "H", "H", "H", "H", "H", "H", "H", "H", "H", "H", "H", "H", "H", "C", "C", "C", "N", "C", "C", "H", "H", "H", "H", "H", "C", "C", "C", "N", "C", "C", "H", "H", "H", "H", "H", "C", "C", "C", "N", "C", "C", "H", "H", "H", "H", "H", "C", "C", "C", "N", "C", "C", "H", "H", "H", "H", "H", "C", "C", "C", "N", "C", "C", "H", "H", "H", "H", "H", "C", "C", "C", "N", "C", "C", "H", "H", "H", "H", "H"], "coordinates": [[-3.96, -1.09, 0.62], [-4.28, 0.45, 0.04], [-5.58, 0.84, 0.11], [-3.25, 1.32, -0.55], [-2.88, 2.43, 0.33], [-1.31, 2.33, 0.89], [-0.45, 1.54, -0.25], [1.18, 1.48, 0.04], [-0.58, 2.13, -1.63], [-0.73, 3.85, 1.17], [0.15, 4.01, 2.55], [-0.46, 3.00, 4.01], [-0.83, 4.01, 5.16], [0.61, 2.04, 4.61], [-1.88, 2.17, 3.45], [-1.41, 1.42, 2.28], [-4.03, -1.08, 1.81], [-4.68, -1.86, 0.11], [-2.87, -1.37, 0.27], [-2.89, 3.41, -0.35], [-3.65, 2.64, 1.19], [-0.82, 0.40, -0.22], [1.49, 0.40, 0.41], [1.58, 2.34, 0.72], [1.73, 1.61, -1.01], [-1.61, 4.64, 1.24], [-0.08, 4.15, 0.24], [1.32, 3.83, 2.38], [0.07, 5.15, 2.87], [-2.18, 0.57, 2.07], [-0.34, 0.93, 2.42], [2.58, 5.12, 6.33], [3.67, 5.86, 6.76], [4.94, 5.43, 6.42], [5.18, 4.31, 5.69], [4.10, 3.61, 5.29], [2.79, 3.97, 5.58], [1.57, 5.43, 6.58], [3.53, 6.76, 7.35], [5.82, 5.98, 6.73], [4.32, 2.72, 4.71], [1.96, 3.36, 5.23], [3.98, -3.32, -2.07], [2.81, -2.78, -2.58], [2.19, -1.75, -1.87], [2.67, -1.26, -0.71], [3.81, -1.80, -0.24], [4.50, -2.83, -0.88], [4.49, -4.12, -2.60], [2.38, -3.14, -3.51], [1.28, -1.30, -2.23], [4.17, -1.39, 0.70], [5.41, -3.23, -0.45], [5.41, 3.63, -3.80], [4.27, 4.40, -3.67], [3.16, 3.84, -3.05], [3.13, 2.58, -2.57], [4.25, 1.85, -2.72], [5.41, 2.32, -3.32], [6.30, 4.03, -4.28], [4.24, 5.42, -4.03], [2.24, 4.41, -2.92], [4.20, 0.83, -2.33], [6.29, 1.69, -3.41], [-8.26, -4.60, -1.78], [-7.43, -5.41, -1.02], [-6.12, -5.00, -0.82], [-5.60, -3.86, -1.32], [-6.44, -3.09, -2.05], [-7.76, -3.41, -2.30], [-9.30, -4.88, -1.96], [-7.79, -6.34, -0.60], [-5.43, -5.60, -0.24], [-6.00, -2.17, -2.44], [-8.39, -2.75, -2.89], [2.70, -5.21, 3.42], [3.64, -5.89, 2.64], [4.79, -5.21, 2.26], [5.05, -3.93, 2.60], [4.12, -3.30, 3.35], [2.94, -3.89, 3.78], [1.79, -5.71, 3.73], [3.48, -6.92, 2.34], [5.55, -5.70, 1.66], [4.35, -2.27, 3.60], [2.23, -3.34, 4.38], [-4.10, -2.19, -5.02], [-4.48, -3.07, -6.03], [-4.62, -2.57, -7.31], [-4.41, -1.28, -7.64], [-4.05, -0.45, -6.64], [-3.88, -0.85, -5.33], [-3.98, -2.55, -4.00], [-4.66, -4.12, -5.82], [-4.91, -3.22, -8.14], [-3.89, 0.59, -6.93], [-3.58, -0.15, -4.56]], "max_force_ev_per_a": 9.01, "smiles": "CC(=O)OC[C@@]1([C@H](C)F)CCS(=O)(=O)OC1.c1ccncc1.c1ccncc1.c1ccncc1.c1ccncc1.c1ccncc1.c1ccncc1", "gap_ev": 9.534}

---

{"formula": "C3H5N", "method": "ωB97M-V/def2-TZVPD", "species": ["C", "C", "C", "N", "H", "H", "H", "H", "H"], "coordinates": [[-0.45, 1.47, -1.76], [0.12, 0.44, -1.55], [0.44, -1.41, 0.74], [-0.29, -0.52, 1.33], [-0.89, 2.38, -1.97], [-1.29, -0.49, 1.35], [0.92, -0.31, -1.49], [1.51, -1.53, 1.09], [-0.07, -0.03, 2.25]], "e_above_lowest_kcal_mol": 115.4, "max_force_ev_per_a": 4.11, "gap_ev": 8.989}